No. 1
A molecular structure, C32H74Br2N10O10 at a distorted geometry, computed with ωB97M-V/def2-TZVPD.

Properties
lowest unoccupied orbital energy: -0.30 eV
relative energy (zero: lowest compared OMol25 entry of this formula, charge and spin): 3967.93 kJ/mol

Geometry as ORCA input:
```
! wB97M-V def2-TZVPD RIJCOSX def2/J DEFGRID3
* xyz 0 1
H -2.70 -2.93 2.43
O -2.28 -6.33 -1.39
C -4.23 3.10 0.32
C 1.64 1.25 -2.05
C -1.49 -5.32 1.07
C 5.97 -2.40 0.15
H -0.04 -0.31 2.80
C -0.24 0.76 2.76
H -2.15 -4.95 1.85
O 1.55 3.66 1.68
H -1.12 0.99 2.15
H 2.37 0.05 2.78
H -1.79 -2.74 0.76
H 3.77 -2.17 2.79
H -2.13 -4.39 -2.16
H 2.24 1.69 0.64
H -1.23 -4.34 3.29
N -4.36 -0.21 -3.34
H 3.88 -1.29 -2.82
H -1.22 1.30 0.77
C -3.01 0.10 -2.96
H -5.21 2.68 0.09
H -4.21 -2.07 2.92
H 3.67 1.81 1.66
H 0.84 -0.86 1.17
H 3.43 -0.59 -1.30
C 3.03 -0.86 -2.28
C 0.93 -0.66 0.10
C -0.15 -4.29 3.48
H 3.94 -1.19 -0.87
H -2.70 1.29 -0.50
H 3.12 4.13 -0.03
H -0.31 2.91 1.54
N -3.29 -1.06 1.38
H 1.61 2.28 -2.42
H 2.30 -3.00 1.67
H -0.33 -2.98 -0.45
H -1.97 0.65 1.42
H -2.75 0.18 2.95
H -0.28 -1.50 1.87
C -0.43 -2.57 1.78
H 0.81 5.34 1.12
H -4.56 4.76 -1.70
O -2.10 2.00 -2.30
N -3.36 3.16 -0.84
O 4.61 2.50 -2.50
O -0.71 -1.69 -1.91
H 4.68 3.97 0.84
N 4.71 -2.01 0.81
H -0.82 4.34 -1.30
H 1.95 1.04 4.11
C 0.12 4.62 -0.82
H 1.96 1.42 -1.02
O 2.65 -0.92 0.81
C 3.69 -1.28 0.20
H -3.87 2.49 1.14
H -3.84 -0.47 -5.35
H -1.36 -0.69 2.28
H -4.90 -0.50 -1.39
H 5.43 -1.67 2.72
H -4.16 -3.00 1.46
H 6.73 -1.63 0.23
C -2.30 -0.19 2.03
H -5.65 -0.17 -5.10
H -4.61 1.10 -5.02
H -2.81 -0.59 -2.14
Br -1.09 6.84 0.49
C 4.35 1.82 -1.51
C -2.07 -5.07 -1.30
O -3.58 0.24 -0.43
N -0.22 -0.02 -0.57
H 2.42 -3.77 3.31
H -0.50 1.02 3.78
H -4.60 -1.48 -0.27
H 0.37 1.84 0.33
H 3.04 1.65 2.84
H 4.61 4.33 -0.90
O 2.90 2.04 -4.50
H -0.21 -2.74 0.72
N 0.90 1.55 2.39
C 2.13 1.08 3.04
H 1.91 -0.20 -0.01
C 4.15 3.76 -0.09
H -2.91 5.18 -1.28
C -3.54 4.37 -1.66
C -0.14 5.11 0.64
H 5.13 -3.28 2.33
C -5.34 -0.38 -2.40
C 3.15 0.91 -4.02
H -0.96 1.94 -0.84
O -6.56 -0.59 -2.65
H 3.89 0.19 -4.40
Br 1.35 3.13 -0.78
C -0.51 1.33 -0.05
H -4.38 4.09 0.75
H -1.52 -2.53 1.84
C -3.56 -2.35 2.10
H 2.05 -2.01 3.06
H -1.84 -2.57 -1.02
H 1.04 -1.71 -0.17
C -3.95 -0.73 0.19
H -0.45 -5.20 1.39
C -1.38 -3.11 -0.19
H -1.84 0.04 -1.70
C 0.73 2.74 1.86
N 4.04 2.29 -0.34
C -0.98 -0.62 -1.49
O 0.51 -5.00 4.22
C -4.62 0.04 -4.79
H 6.38 -3.34 0.52
H 3.40 0.44 0.81
C 3.31 1.52 0.68
N 2.66 0.51 -2.83
H -2.26 -0.13 -3.71
H 5.79 -2.62 -0.91
H 2.21 -1.58 -2.24
H -2.91 1.14 -2.64
C 4.69 -2.29 2.21
H -1.59 -6.38 0.80
H 4.19 0.73 -1.59
H 0.60 0.95 -2.12
H -0.58 4.32 1.25
C -2.69 2.09 -1.26
H -3.23 4.24 -2.70
N 0.41 -3.32 2.69
N -1.72 -4.53 -0.15
H 0.55 5.38 -1.47
C 1.91 -3.03 2.69
*
```

***

No. 2
A molecular structure, C34H35CrN5O2P, computed with ωB97M-V/def2-TZVPD.

Properties
lowest unoccupied orbital energy (alpha / beta): -6.96 / -7.14 eV
relative energy (zero: lowest compared OMol25 entry of this formula, charge and spin): 64.33 kJ/mol

Geometry as ORCA input:
```
! wB97M-V def2-TZVPD RIJCOSX def2/J DEFGRID3
* xyz 2 4
H 1.36 2.83 -0.38
H 0.75 0.95 -2.42
H 4.09 2.81 0.72
O 0.14 0.37 2.44
C -0.91 5.87 2.22
H -0.95 6.93 2.45
C -1.66 -2.63 -0.05
C 0.68 -2.13 0.83
H -1.56 6.08 0.16
H -3.77 0.49 -5.10
P 0.84 -0.68 -0.27
C 1.73 -2.44 1.70
H -1.43 -2.91 -1.09
H 0.85 0.73 -4.86
C -3.11 2.26 -4.07
H -2.38 3.85 -2.85
C -0.50 3.61 2.87
H 2.63 -1.84 1.70
H -2.99 1.14 1.90
N -1.59 3.59 -0.55
C 2.52 -0.06 -0.10
N -2.34 0.43 1.57
C -0.68 -0.34 3.03
C 3.96 1.78 0.42
C -1.25 5.41 0.95
H -1.47 -4.58 1.76
C 3.63 -0.85 -0.40
H -2.68 -0.91 3.14
H -0.17 2.86 3.58
H -0.28 5.27 4.19
C 0.78 -0.04 -2.86
H 0.27 -3.99 -1.18
Cr -0.38 1.31 0.76
C 0.92 -2.44 -2.58
C -1.18 4.06 0.72
C -0.57 -3.97 1.75
C 5.06 0.99 0.14
C -3.28 0.88 -4.21
H -1.98 -1.41 5.23
C 0.90 -1.42 -4.80
C -0.50 -2.89 0.87
H 2.47 -3.75 3.22
H -0.58 -2.47 5.45
C -2.82 0.02 -3.23
C 1.12 -3.72 -1.80
N -1.97 -0.40 2.64
H -1.58 -2.68 4.00
H 3.50 -1.87 -0.73
C 2.66 1.27 0.28
C 0.95 -2.53 -3.98
H 1.65 2.81 1.35
H 1.98 -3.66 -1.14
C -2.19 0.53 -2.11
C -2.04 1.90 -1.97
C -0.54 4.95 3.19
H 1.29 -4.54 -2.49
C 0.48 -4.29 2.59
C 0.79 -1.16 -2.02
H -3.47 2.93 -4.85
C 4.90 -0.33 -0.28
C -1.19 -1.96 4.72
H 0.94 -1.54 -5.87
C 1.63 -3.52 2.57
H -1.79 -0.13 -1.37
N -0.81 3.16 1.65
O -0.29 -1.03 4.06
C -2.50 2.78 -2.95
N -1.44 2.37 -0.76
H 1.04 -3.51 -4.43
H -2.54 -3.19 0.25
H -1.91 -1.57 -0.08
C 0.84 -0.15 -4.23
H 5.77 -0.93 -0.52
H 0.41 -5.14 3.25
H -2.93 -1.05 -3.34
H 6.06 1.41 0.25
C 1.48 2.17 0.48
H -2.82 -0.13 0.87
*
```

***

No. 3
A molecular structure, C17H33Cl3NO9P2RhSi3 at a distorted geometry, computed with ωB97M-V/def2-TZVPD.

Properties
lowest unoccupied orbital energy (alpha / beta): 3.93 / 3.92 eV

Geometry as ORCA input:
```
! wB97M-V def2-TZVPD RIJCOSX def2/J DEFGRID3
* xyz -2 1
H -2.27 -3.25 -3.29
H -2.53 -3.38 1.99
H -1.12 2.99 -3.31
O -1.28 2.50 -0.59
H -3.37 -2.31 0.86
H -1.14 -3.70 -1.15
H 1.05 4.56 -1.61
P 3.25 0.71 0.63
Cl -4.06 3.19 -0.89
C -1.68 -0.08 -2.26
Rh 0.40 1.28 -0.40
H 0.98 -5.50 1.45
C -1.50 3.50 0.15
H -0.44 -5.11 0.47
C 1.80 3.90 -2.05
O 1.74 0.72 3.99
H 2.47 -2.23 -0.81
Si 0.96 -3.04 0.94
H -0.55 1.58 -4.21
C -0.40 -1.81 0.64
H 1.44 -2.50 3.32
H -0.43 -4.72 2.19
O 4.23 -0.22 1.21
H -2.96 0.46 0.68
Cl -3.46 5.26 1.02
H -0.06 -0.84 4.10
O 2.54 1.64 1.73
C -2.53 0.49 1.69
H 4.94 1.88 0.12
C 2.03 -3.20 -0.60
H 0.19 3.16 -4.48
H 2.72 -3.48 2.59
C -2.16 -1.08 -3.07
H 1.45 -3.51 -1.47
H -0.88 -2.42 3.96
H -3.67 -2.17 2.60
H 2.64 3.82 -1.35
C -0.98 -1.35 3.78
H 2.67 1.66 -4.24
H -3.36 0.45 2.40
H 2.63 -1.75 2.27
C -1.93 -2.43 -2.67
H 0.23 3.17 2.27
H -2.68 -0.83 -3.98
O 0.28 0.58 1.87
O 2.15 0.17 -0.29
H 2.83 -3.92 -0.43
H -1.80 -0.99 4.41
C 2.40 1.19 -3.29
C 2.03 -2.64 2.42
C -1.29 -2.69 -1.49
C -0.87 -1.61 -0.64
H -2.00 1.43 1.81
N -1.04 -0.30 -1.10
P 1.28 1.32 2.73
H 2.04 0.18 -3.49
O 0.75 2.81 3.00
C -2.89 -2.36 1.85
H 3.29 1.10 -2.67
C 0.19 -4.75 1.29
O 4.04 1.86 -0.21
H 2.16 4.36 -2.97
Si 1.08 2.18 -2.39
Cl -2.30 5.38 -1.63
H -1.81 0.97 -2.52
O -0.89 3.95 1.10
C -2.80 4.29 -0.30
C -0.24 2.50 -3.72
Si -1.47 -1.04 1.99
*
```

***

No. 4
6 unconnected molecules or ions with the total composition C20H56N4O8 at a distorted geometry, computed with ωB97M-V/def2-TZVPD.

Properties
lowest unoccupied orbital energy: 0.20 eV
relative energy (zero: lowest compared OMol25 entry of this formula, charge and spin): 778.12 kJ/mol

Geometry as ORCA input:
```
! wB97M-V def2-TZVPD RIJCOSX def2/J DEFGRID3
* xyz 0 1
H 2.19 -0.98 2.92
C 0.65 1.79 -2.76
H 3.97 -2.34 1.01
H 4.58 -1.02 2.04
H 2.89 -4.38 2.78
C 0.73 2.60 -5.05
H -4.46 -0.79 1.19
H -0.03 1.69 1.91
H 1.71 1.56 1.91
H 0.00 -2.43 5.58
O 3.17 3.44 -1.16
C 0.62 0.27 0.32
H -3.96 0.19 4.72
H -4.70 -2.93 2.17
O 0.15 -0.78 1.12
H 1.65 2.08 -2.46
H 5.34 -2.69 1.96
C 3.86 5.57 0.08
C 4.17 4.10 -0.36
H 3.47 3.38 -2.07
N 1.45 5.00 -5.53
H -1.74 -5.66 0.42
H 2.03 4.57 -4.82
H 1.79 2.38 -4.91
H -0.29 -1.43 0.57
H -2.27 -2.61 -1.79
H -4.08 -4.72 -0.84
C 4.43 -2.10 1.97
C -5.05 -2.50 3.10
C 0.11 -2.92 -2.21
O 4.01 6.55 -1.00
H -5.69 0.13 1.93
C 0.51 3.93 -5.97
H -3.23 -1.23 3.19
N -4.60 -0.56 4.50
N -3.95 -3.98 -0.16
H -0.21 3.10 -7.77
H 0.76 0.76 -3.10
C 3.62 -2.58 3.17
H 0.43 4.65 -7.96
H 4.93 6.51 -1.27
H 0.27 -0.86 4.75
O 1.59 -2.39 4.42
C -1.94 -4.71 0.91
H -2.73 0.46 0.37
C -4.32 -1.16 3.18
H 1.49 -0.07 -0.24
H -2.49 -4.75 1.84
C -2.54 -3.63 0.13
H -2.55 2.11 0.86
H -0.14 0.38 -0.45
H 3.47 -4.30 4.16
H 2.81 5.60 0.38
H -0.23 -2.23 -2.98
H -2.72 -2.66 0.60
H 4.03 3.55 0.58
H -5.48 -0.07 4.45
H -0.06 1.83 -1.93
C 0.31 -1.95 4.65
O -3.69 0.92 2.17
H -0.37 -2.18 3.83
C 0.63 3.71 -7.45
H -0.95 -4.35 1.19
H 4.51 5.81 0.92
H -4.21 -3.16 -0.67
H -0.45 4.36 -5.67
O 0.89 2.73 0.40
H -1.85 -4.19 -1.79
C -1.84 -3.34 -1.11
H -6.12 -2.37 2.94
H 0.12 -3.99 -2.42
C -3.26 1.29 0.84
C -4.64 -0.14 2.05
H 4.00 -2.19 4.11
H 1.61 -2.48 2.25
H 0.28 1.80 -5.64
O -0.60 -2.75 -0.99
H 1.10 -2.47 -2.17
H 1.71 2.86 -0.08
H 0.96 5.77 -5.11
H -4.19 1.49 0.29
H 1.51 3.11 -7.71
H 5.12 4.00 -0.88
O 0.00 2.62 -3.84
C 2.13 -2.05 3.11
N 3.73 -4.03 3.22
H -4.73 -3.15 3.92
C 0.84 1.58 1.25
*
```

***

no.,calculated total energy (eV)
1,-209809.5377
2,-85069.0593
3,-120880.2960
4,-43982.3235